1.
24
Properties=species:S:1:pos:R:3 method="wB97M-V/def2-TZVPD" total_charge=-1 gap_ev="3.13 / 6.88" lumo_energy_ev="3.91 / 3.76" e_homo_ha="0.0289 / -0.1146" spin_multiplicity=2
C 0.336 -2.192 1.933
C 0.778 0.339 1.897
C 0.565 -0.878 1.157
C 0.703 1.504 1.132
C 0.853 1.357 -0.219
C 0.592 -0.988 -0.148
C 0.846 0.126 -0.897
O 1.001 2.435 -1.023
H 0.665 0.487 2.970
H 0.824 2.604 1.488
H -0.187 -2.884 1.219
H -0.360 -1.970 2.741
H 0.434 -1.850 -0.702
H 1.302 3.253 -0.641
H 0.854 0.110 -1.962
H 1.251 -2.639 2.477
C -2.361 0.127 -1.511
C -2.140 -1.470 -1.643
H -1.572 0.690 -0.971
H -2.659 0.477 -2.540
H -3.285 0.420 -0.879
H -2.582 -1.878 -2.550
H -2.607 -2.099 -0.891
H -1.111 -1.743 -1.780

---

2.
24
Properties=species:S:1:pos:R:3 method="wB97M-V/def2-TZVPD" total_charge=-1 gap_ev="2.47 / 7.13" lumo_energy_ev="3.52 / 3.44" e_homo_ha="0.0384 / -0.1357" spin_multiplicity=2
C -0.914 1.159 3.412
C -0.797 -0.184 -0.098
C -2.103 -0.022 -0.545
C -0.444 -0.020 1.235
C -1.410 0.547 2.154
C -3.131 0.222 0.417
C -2.723 0.537 1.761
H 0.027 -0.448 -0.749
H -2.281 0.019 -1.616
H 0.522 -0.268 1.671
H -4.131 0.418 0.068
H -1.204 2.195 3.639
H 0.177 1.176 3.443
H -3.475 0.927 2.448
H -1.216 0.592 4.303
C 2.057 -0.416 -2.146
C 3.417 -0.636 -2.860
O 1.900 -1.601 -1.341
H 2.070 0.442 -1.485
H 1.330 -0.387 -2.956
H 3.717 0.285 -3.367
H 1.129 -2.103 -1.612
H 3.288 -1.437 -3.587
H 4.195 -0.997 -2.188

---

It is 1 that is the least stable of them.